1.
Below is 2 unconnected molecules or ions with the total composition C10H16O in a non-equilibrium geometry, with properties calculated with ωB97M-V with the def2-TZVPD basis set.

## Properties
SMILES = CCc1ccc(O)cc1.CC
relative energy (zero: lowest compared OMol25 entry of this formula, charge and spin) = 3.059 eV

The geometry in ORCA input format:
```
! wB97M-V def2-TZVPD RIJCOSX def2/J DEFGRID3
* xyz 0 1
H -1.563 3.134 -0.610
H 2.098 -0.316 4.441
C 2.026 0.723 2.574
H 1.406 1.407 3.171
C -0.072 0.067 -2.080
H 0.514 1.045 -2.469
H 1.419 0.132 1.813
C -0.880 -2.116 -2.441
C -1.349 -2.039 -1.083
H -0.784 1.183 1.078
C -0.566 0.134 -0.757
H -2.717 2.086 0.335
H 2.766 1.349 2.046
H 0.079 2.193 -0.159
C 2.699 -0.221 3.561
H -1.841 -2.955 -0.720
C -0.672 1.418 -0.108
H -0.396 -3.377 -3.832
C -1.259 -0.943 -0.177
H 3.698 0.240 3.699
H 0.101 -0.843 -3.980
H 2.905 -1.280 3.355
C -0.216 -0.989 -2.993
C -1.948 2.128 -0.546
H -2.415 1.994 -1.598
O -1.200 -3.172 -3.226
H -1.833 -0.982 0.705
*
```

2.
Below is C12H17NO in the gas phase in a non-equilibrium geometry, with properties calculated with ωB97M-V with the def2-TZVPD basis set.

## Properties
SMILES = C=C(N=c1cc1)[C@@H]1CCO[C@H]1C(C)C
relative energy (zero: lowest compared OMol25 entry of this formula, charge and spin) = 6.462 eV

The geometry in ORCA input format:
```
! wB97M-V def2-TZVPD RIJCOSX def2/J DEFGRID3
* xyz 0 1
H 1.029 2.665 -2.152
C 1.087 -1.039 0.191
C 1.123 2.190 -1.204
C -4.090 -1.186 -0.523
C 2.488 -0.687 0.610
C -4.382 -0.252 -1.481
H 2.927 -1.312 1.457
C 0.303 0.095 -0.436
C -1.553 0.760 0.981
H 0.490 1.279 1.487
C 1.073 -2.154 -0.841
H -0.846 2.866 -0.692
H -2.944 0.236 2.238
N -2.486 0.849 -0.082
H -1.384 0.299 3.067
H 2.737 0.236 1.173
H 0.105 -2.407 -1.218
H 1.452 -3.106 -0.490
H 0.306 3.141 0.600
C 0.018 2.523 -0.206
C -1.934 0.386 2.144
C -3.288 0.067 -0.580
H 3.254 -0.867 -0.110
H -4.953 -0.038 -2.309
H -4.070 -2.198 -0.131
H 2.047 2.376 -0.625
H -0.476 -0.299 -0.939
O 0.967 0.777 -1.523
C -0.172 1.143 0.552
H 0.527 -1.300 1.101
H 1.705 -1.847 -1.751
*
```

3.
Below is a molecular structure, C19H23Br33NO8P in a non-equilibrium geometry, with properties calculated with ωB97M-V with the def2-TZVPD basis set.

## Properties
relative energy (zero: lowest compared OMol25 entry of this formula, charge and spin) = 0.000 eV

The geometry in ORCA input format:
```
! wB97M-V def2-TZVPD RIJCOSX def2/J DEFGRID3
* xyz 0 1
Br 7.924 -0.245 0.764
C 4.216 -5.353 -4.939
C -0.244 -1.617 -3.430
C 2.563 0.152 0.843
C -2.354 0.907 3.463
H 7.529 2.187 0.921
C 0.672 -1.111 -4.261
Br -2.145 3.920 11.668
Br -6.114 -3.883 -1.223
Br -3.793 0.619 4.704
Br -2.987 1.602 1.781
C -2.214 3.977 -11.788
Br -3.645 -2.806 0.453
C 1.257 -2.266 -4.984
N -0.116 1.341 -4.840
O -1.685 -3.432 -4.054
Br 0.442 0.412 -10.633
C -0.853 -0.969 -2.235
C -1.738 7.055 6.532
O 2.401 -2.388 -5.293
C -0.604 -2.940 -4.026
C -3.584 -6.061 3.399
Br -1.730 2.607 -13.052
Br -2.558 -4.481 3.794
Br 5.740 -4.238 -5.298
O 0.833 -1.531 0.706
Br 3.574 -5.112 -3.144
H 3.134 0.693 -5.283
Br -2.130 -4.208 7.568
O 0.405 -3.345 -4.884
Br -0.217 -2.162 6.083
H -3.694 -4.106 -1.659
H 0.307 -4.322 7.161
H -3.241 4.243 -11.989
C 6.855 1.343 0.905
Br -3.473 -6.544 1.539
Br -0.352 8.177 5.818
H 2.708 -1.798 -0.015
Br -4.058 -1.835 -2.544
C 1.957 -1.008 0.028
Br 0.867 2.519 7.316
C 0.730 3.320 5.573
Br 1.719 4.963 5.465
C 1.051 -0.143 -8.897
P 1.180 0.606 -4.399
Br 5.713 1.562 -0.631
H 1.186 1.760 -2.646
H 1.738 -0.689 -0.993
Br 1.225 2.087 4.179
Br -5.408 -5.874 3.975
H -0.308 3.571 5.425
Br 2.046 -1.789 -8.972
O 2.218 0.680 -5.603
Br -2.136 3.343 -9.976
O 1.501 0.838 1.521
H -3.151 -6.873 3.963
Br 4.584 -7.202 -5.316
C -0.389 -1.288 0.098
H 1.727 0.619 -8.535
C -3.275 5.350 12.281
H -3.514 5.152 13.315
Br 5.846 1.386 2.541
H -1.702 1.655 3.893
H -0.328 -0.024 -2.093
Br -4.932 5.407 11.309
O 1.851 1.200 -3.069
Br -2.361 7.040 12.216
H -1.944 -0.865 -2.255
Br -1.295 -0.668 3.211
H -1.120 -1.790 0.722
H 3.424 -5.036 -5.603
C -4.291 -3.282 -1.293
Br 0.278 -2.859 9.150
H 1.411 1.701 1.108
Br -1.370 6.522 8.338
Br -1.157 5.565 -12.031
H -2.646 7.641 6.543
H 3.269 -0.251 1.567
H 3.073 0.859 0.190
H -0.627 -0.215 0.078
Br -0.397 -0.242 -7.642
C -0.343 -3.508 7.449
Br -2.085 5.531 5.404
H -0.385 2.110 -4.236
O -0.464 -1.860 -1.189
*
```

4.
Below is a molecular structure, C35H35HfN6O8P2S, with properties calculated with ωB97M-V with the def2-TZVPD basis set.

The geometry in ORCA input format:
```
! wB97M-V def2-TZVPD RIJCOSX def2/J DEFGRID3
* xyz 3 1
H -3.196 2.421 3.737
O -0.747 1.379 -2.533
C 2.553 2.587 -0.746
C 0.462 -3.208 0.474
C 0.552 3.443 2.075
C 4.015 -0.550 -0.567
H 2.733 -3.835 -2.127
H -2.201 -3.765 2.972
C 0.012 -1.770 4.582
C -1.486 -0.467 3.218
H -1.531 -1.157 -1.332
C -0.482 -6.825 -2.371
N -0.064 -0.516 -0.022
C -0.565 2.608 2.567
P -0.883 2.873 -2.817
C 1.181 -2.195 1.131
O -1.888 3.462 0.109
H 1.918 0.658 -2.963
C 0.899 -0.887 0.855
C 0.338 -6.082 -1.532
H -4.835 3.226 0.332
H -3.296 1.378 -3.204
O -0.038 3.558 -1.780
O -2.577 1.281 -0.644
N -0.897 1.548 1.920
H 5.242 -1.795 0.674
C 2.139 3.434 0.390
H 0.093 3.439 -4.736
H -3.349 2.572 -4.366
H 0.068 0.363 4.466
C -1.962 0.876 2.719
H 1.886 -1.668 -2.955
H -2.128 1.518 4.841
C -2.665 3.267 -2.488
C -2.240 1.913 3.836
S 0.884 -4.841 0.859
N 1.839 1.560 -1.056
H 1.959 -2.435 1.842
Hf -0.354 1.661 -0.334
H -2.967 -1.577 2.132
H -2.402 5.363 -2.122
C -0.764 -1.487 -0.643
N -3.513 2.368 -3.373
C 3.071 -0.509 -1.592
O -0.765 3.297 -4.316
C -2.117 -1.632 2.804
C -1.373 -6.254 0.134
H 4.705 1.389 -2.435
H -4.066 4.925 -2.517
C -2.111 -6.992 -0.786
C -0.133 -5.781 -0.260
C 3.080 -2.914 -1.677
C 4.022 -2.951 -0.660
H 3.637 4.972 0.416
C -0.622 -2.934 4.166
N 1.052 2.918 0.960
H -1.119 -3.556 -0.967
H 1.456 -0.094 1.340
C -1.687 -2.864 3.281
O -1.201 2.940 3.650
C -0.418 -0.541 4.109
H 2.655 6.031 2.453
C 1.093 4.575 2.654
H -4.513 2.518 -3.195
C 2.584 0.820 -2.115
H -2.832 4.992 -3.793
C -0.532 -2.823 -0.433
H 0.827 -1.823 5.292
C 3.709 1.817 -2.474
C -3.020 4.725 -2.753
C 2.755 4.564 0.890
H -3.084 -7.382 -0.514
H 1.318 -5.761 -1.858
H 4.408 0.368 -0.140
H -1.758 -6.074 1.129
O 3.635 2.842 -1.420
H -2.839 0.738 2.085
C 2.604 -1.695 -2.143
H 3.555 2.339 -3.416
C 4.491 -1.766 -0.104
H 0.673 4.991 3.559
H 4.408 -3.900 -0.313
C 2.203 5.143 2.032
H -0.296 -3.892 4.547
O -4.435 3.123 -0.540
H -0.152 -7.084 -3.370
P -2.928 2.762 -0.721
N -1.684 -7.262 -2.012
*
```

5.
Below is a molecular structure, C40H75BF3IO24P in a non-equilibrium geometry, with properties calculated with ωB97M-V with the def2-TZVPD basis set.

The geometry in ORCA input format:
```
! wB97M-V def2-TZVPD RIJCOSX def2/J DEFGRID3
* xyz -1 1
H 0.690 -1.117 8.920
F -4.500 -4.291 4.322
H 2.253 5.184 -2.985
C -4.868 -1.777 1.138
H 4.594 9.459 -6.139
H 4.063 -2.844 1.674
H 2.271 -4.582 -1.556
C 0.953 0.614 7.685
C 3.917 2.512 11.471
C 3.612 -4.104 -4.598
H -0.057 2.130 -4.085
H -4.199 3.605 -3.435
H -5.554 -5.209 0.817
H -1.936 1.857 -5.756
C -2.076 -3.572 4.391
H 2.806 6.675 -2.235
H -3.234 0.319 2.008
H 0.333 6.716 -2.755
C 3.031 0.169 1.712
O 6.750 -5.648 -4.441
C -0.511 -0.772 1.925
C -1.302 0.161 0.895
H 6.095 8.598 -6.521
H -1.007 -0.006 -0.208
O 0.456 0.057 2.654
H 4.138 3.215 10.665
H -6.575 -3.152 0.467
O 3.351 6.368 -4.226
C -8.050 1.850 -7.806
P 1.976 -0.762 3.003
C 4.002 -2.967 2.809
C -1.357 -3.088 3.034
H -3.640 -1.249 -0.705
H 1.086 1.695 7.775
H 0.705 6.477 -4.474
C -6.703 2.534 -5.169
H 0.086 3.241 -5.440
C 8.078 -5.413 -4.904
B 2.252 1.655 4.123
C 1.071 -3.211 -0.970
H 2.058 -4.020 3.419
O -0.879 5.084 -1.780
H 1.340 3.452 4.127
H -1.168 -5.709 -0.848
O 3.710 8.545 -3.682
O 2.093 0.090 9.773
H 2.484 1.045 1.206
H -2.466 4.847 -0.469
O 1.073 2.515 4.186
O 4.668 -5.037 -4.331
O 1.849 -4.355 -0.695
H 1.813 0.233 7.130
C -5.108 3.763 -4.014
H -7.920 2.931 -7.715
H -0.350 -3.602 2.884
O 3.499 2.405 3.891
O -3.927 -7.223 -0.134
C 5.891 -4.657 -4.732
H -2.403 3.551 -5.481
C -1.280 -1.489 3.128
C 2.313 1.292 10.321
H -1.362 -7.197 0.208
H -8.312 0.118 -6.572
H -3.320 0.866 0.265
H 1.352 -1.777 3.843
C -4.753 -4.411 0.616
C -0.528 2.989 -4.572
C 2.401 6.252 -3.158
H -4.076 -4.358 1.531
C 0.862 -0.045 9.048
C -1.939 2.671 -5.028
H -8.954 1.662 -8.389
H -0.452 -3.684 0.560
H -0.892 4.218 0.121
H -5.629 -0.924 1.157
H -4.888 4.466 -4.821
H -5.339 -2.855 -0.857
H 3.414 3.149 4.533
H -4.648 -2.204 2.182
H 3.899 -3.096 -4.287
H 5.085 -3.228 3.127
H -2.069 -3.390 2.193
O -7.444 3.484 -5.228
C 5.349 8.774 -5.746
C 0.465 -1.630 0.958
H -0.710 -1.255 4.100
H 8.457 -4.452 -4.552
C -0.919 3.913 -2.446
H 0.912 -0.881 0.196
H 0.025 0.348 9.633
C -3.482 -1.346 0.424
C -5.449 -3.003 0.269
H -8.982 1.580 -5.861
C 3.203 -4.146 -6.058
H 4.828 2.348 12.048
I 3.161 -2.303 5.692
H -1.561 -5.567 1.014
H -2.570 2.376 -4.188
H -1.187 5.961 0.041
C 3.919 7.575 -4.367
C -1.386 5.007 -0.448
O -3.992 -4.897 -0.546
H 1.180 7.966 -3.676
C 3.618 -1.643 3.618
H 0.047 0.429 7.104
F -3.979 -2.108 5.164
H -7.186 1.472 -8.358
C -3.345 -6.119 -0.219
O 1.577 2.247 10.266
F -1.349 -4.197 5.461
O 6.170 -3.618 -5.277
H 2.765 -4.402 -3.976
H 8.715 -6.203 -4.506
H 2.952 -5.167 -6.357
C -0.142 -2.745 -0.006
H -0.995 -2.399 -0.668
C 3.157 -4.292 3.236
O 3.514 1.259 10.926
O -0.510 4.133 -3.709
H 8.105 -5.462 -5.995
C -1.754 -6.130 0.038
C -2.898 0.047 0.947
H -5.874 4.169 -3.350
H 4.016 -3.815 -6.707
O -1.283 2.859 -1.992
H -2.772 -2.236 0.567
H 3.154 2.919 12.138
H 4.076 0.463 2.087
C 1.076 6.888 -3.532
H 5.848 9.210 -4.879
H 2.339 -3.502 -6.235
H 3.628 -4.851 4.104
H 4.484 -0.918 3.736
H -2.345 -1.117 3.314
O 2.270 0.268 4.371
H -1.055 1.270 1.091
O -6.917 1.328 -5.718
O 1.645 -1.946 1.725
O 4.749 7.522 -5.424
C -3.497 -3.338 4.602
O 1.300 -2.485 -1.961
C -8.143 1.190 -6.444
H 3.230 -0.581 0.858
O -5.506 2.507 -4.561
H 3.159 -4.970 2.301
*
```

6.
Below is a molecular structure, C25H44Be3BrCl3F4I2N4O7S2 in a non-equilibrium geometry, with properties calculated with ωB97M-V with the def2-TZVPD basis set.

The geometry in ORCA input format:
```
! wB97M-V def2-TZVPD RIJCOSX def2/J DEFGRID3
* xyz 2 1
H -0.296 0.020 -4.257
C 0.070 -2.896 1.237
C 4.571 4.925 -6.020
H -2.317 -2.179 -1.229
H 2.552 2.009 -6.022
H 4.378 6.037 -6.405
N 0.250 -3.453 0.120
H 1.155 -0.530 -2.133
O -5.596 -2.942 3.124
H 1.567 1.041 -1.162
H 3.824 4.343 -3.204
F -3.221 5.720 -0.359
C 0.003 2.691 -2.756
H -1.282 -0.694 -0.660
H 4.173 0.272 7.413
C -7.492 -4.504 0.515
H 5.559 -1.977 3.963
Br -4.108 -2.343 -5.444
C -7.288 -4.940 2.898
F -0.754 5.748 0.038
H -1.124 -2.644 4.455
F 0.328 2.882 -5.096
H -1.644 1.337 -4.023
O -1.151 2.394 0.413
C 5.387 -0.988 4.406
C 3.089 3.565 -2.678
N -0.695 3.658 -2.033
S -1.741 3.320 -0.677
H 1.851 0.449 -4.364
I 2.088 4.140 -7.869
H -3.082 -2.506 -3.952
C 3.118 2.705 -5.238
Be 1.137 2.533 -0.885
C -1.003 -3.123 3.478
H 5.108 5.032 -4.983
C -2.054 -0.625 -2.905
H -7.193 -6.027 2.829
O 4.898 1.950 -1.625
Be 6.916 -2.681 8.933
H 6.194 2.985 8.439
H -2.967 -4.027 3.575
C 3.818 2.730 -1.463
H -2.313 -3.946 1.940
C -8.244 -4.406 1.841
H 3.266 0.545 -3.119
H 2.258 4.242 -2.154
H -0.488 -4.077 3.648
C 1.170 0.660 -2.198
S -5.713 -4.226 2.466
H -7.564 -4.650 3.913
O -3.166 2.855 -1.156
F -2.160 4.682 1.652
H -7.429 -5.555 0.208
H -5.347 -4.463 0.122
C -1.010 0.519 -3.459
C -2.382 -3.406 2.890
H 5.558 -1.574 6.436
H -2.933 -2.475 2.718
Be 4.888 5.139 -1.178
Cl 5.652 -0.742 8.600
C -0.147 -2.224 2.583
H -9.179 -4.973 1.821
C 2.228 1.036 -3.396
Cl 3.161 2.886 0.294
H 6.356 -0.476 4.445
H 2.456 4.899 -5.153
C -2.223 -1.734 -4.142
C -6.087 -3.949 0.741
H -1.150 -2.233 -4.245
C 4.785 -1.099 5.816
O 6.290 2.211 7.914
O -4.692 -5.249 2.575
H -0.574 4.681 -2.302
H -0.638 -1.257 2.428
I 5.169 1.891 -5.116
H -8.488 -3.357 2.051
Cl 0.624 -0.696 4.506
O 3.594 -1.663 5.705
H -6.047 -2.873 0.554
H 4.747 -0.419 3.719
H 5.548 0.835 6.458
C 2.305 2.628 -3.779
N -0.218 1.237 -2.377
H 0.824 -2.041 3.054
H -2.364 -1.090 -5.125
H -0.503 -2.070 -1.834
H 3.917 0.928 5.785
H 5.258 4.429 -6.842
N 0.892 3.171 -3.901
C 4.587 0.310 6.397
C -2.053 4.994 0.190
C -1.465 -1.440 -1.572
H -3.059 -0.086 -2.641
H -8.007 -3.961 -0.284
C 3.085 4.228 -5.893
*
```

7.
Below is 3 unconnected molecules or ions with the total composition C3H7NO2 in a non-equilibrium geometry, with properties calculated with ωB97M-V with the def2-TZVPD basis set.

## Properties
SMILES = C#C.N=O.CO
relative energy (zero: lowest compared OMol25 entry of this formula, charge and spin) = 6.783 eV

The geometry in ORCA input format:
```
! wB97M-V def2-TZVPD RIJCOSX def2/J DEFGRID3
* xyz 0 1
H -0.712 2.720 0.660
H 0.015 -0.350 0.779
C 0.242 -1.713 -0.620
H -0.318 -2.525 -0.143
N 1.790 0.781 -0.672
H 1.103 -2.127 -1.139
H 0.843 1.166 -0.983
C -1.271 1.837 0.787
O 2.284 1.451 0.210
H -0.404 -1.203 -1.339
O 0.746 -0.826 0.350
H -2.447 -0.038 1.130
C -1.870 0.827 0.981
*
```

| no. | HOMO level (eV) | DFT total energy (Eh) |
| --- | --- | --- |
| 1 | -8.237 | -465.7854 |
| 2 | -8.304 | -597.2472 |
| 3 | -9.615 | -86678.1468 |
| 4 | -15.489 | -3413.7173 |
| 5 | -5.096 | -4338.3352 |
| 6 | -11.087 | -7512.8328 |
| 7 | -8.690 | -323.5317 |